[1]
29
Properties=species:S:1:pos:R:3 method="wB97M-V/def2-TZVPD" homo_ev=-2.8 total_charge=-1 de_lowest_kcal_mol=0.0 gap_ev=6.28
C -2.1870 -2.6864 0.7383
C 1.4601 1.6446 -1.3397
C 1.5406 2.1564 1.1043
C -1.3838 -1.5119 0.1961
C -2.2945 -0.4021 -0.3246
C -1.4913 0.7636 -0.9060
C -0.5602 1.3413 0.1180
C 0.7140 1.6796 -0.0492
N 2.8963 -0.3594 0.2327
O 3.4024 -0.6428 1.6029
S 3.0652 -1.6168 -0.7683
H -2.7492 -3.1683 -0.0614
H -1.5296 -3.4260 1.1934
H -2.8987 -2.3499 1.4940
H 0.8285 1.4307 -2.1964
H 1.9705 2.5945 -1.5035
H 2.2201 0.8695 -1.2308
H 0.9726 2.1763 2.0289
H 1.9571 3.1460 0.9157
H 2.3675 1.4545 1.2009
H -0.7274 -1.8513 -0.6069
H -0.7391 -1.1049 0.9763
H -2.9574 -0.8075 -1.0937
H -2.9212 -0.0390 0.4959
H -0.9240 0.4040 -1.7639
H -2.1915 1.5336 -1.2617
H 2.8584 -1.3721 1.9267
H -0.9987 1.4349 1.1074
H 4.3899 -1.5873 -1.3329



[2]
29
Properties=species:S:1:pos:R:3 method="wB97M-V/def2-TZVPD" homo_ev=-4.6 total_charge=-1 de_lowest_kcal_mol=0.0 gap_ev=7.76
C -0.3791 -1.7909 1.2409
C 1.0935 -3.7656 1.6549
C 0.4672 -2.5915 3.5848
C -0.1131 2.2690 -3.0582
C -0.2671 3.1820 -0.7268
C 1.0473 1.1276 -1.2086
C 0.3768 -2.7555 2.0968
C -0.2269 1.9549 -1.5851
O -2.8489 1.6171 -1.6633
O -1.4232 -0.4894 -1.9654
P -1.6745 0.8296 -1.2963
H -1.2865 -1.4622 1.8263
H 0.1637 -0.8467 0.8743
H -0.7542 -2.3408 0.3270
H -1.5439 0.9769 0.1229
H 1.0727 -4.0001 0.6318
H 1.6473 -4.4980 2.2613
H 0.1821 -3.5253 4.1914
H 1.4987 -2.5523 4.0762
H -0.1302 -1.7948 4.0582
H 0.8267 2.8545 -3.2474
H 0.0492 1.3005 -3.5278
H -0.9623 2.7893 -3.4577
H -0.8405 2.9649 0.1511
H -0.9025 3.8748 -1.2060
H 0.7734 3.6092 -0.6279
H 1.9641 1.7145 -1.6481
H 1.3306 1.1381 -0.1701
H 0.8595 0.2101 -1.7094